#P
The following is a quantum chemistry calculation of a 3-piece molecular cluster, C2H10N2O2 overall, from OMol25.

Output
- molar mass (g/mol) = 94.11
- orbital gap (spin up / spin down) (eV) = 8.3 / 3.8
- HOMO level (spin up / spin down) (Ha) = -0.4936 / -0.4934

```
! wB97M-V def2-TZVPD RIJCOSX def2/J DEFGRID3
* xyz 1 2
C -2.214 -0.440 0.683
N -1.404 -0.509 -1.987
C -0.574 -0.028 -0.983
N -0.877 -0.030 0.288
H -2.824 0.469 0.722
H -2.645 -0.971 -0.150
H -2.123 -1.014 1.676
H -0.884 -0.706 -2.819
H -1.942 -1.299 -1.751
H 0.571 0.129 -1.420
H 1.329 1.191 2.349
H 0.900 0.420 1.128
O 1.630 0.524 1.754
H 3.982 0.066 -0.110
H 3.111 1.179 0.564
O 3.965 1.020 0.057
*
```

Atomic partial charges in e from the Löwdin method, atoms 1 to 2: atom 1 (C): -0.01, atom 2 (N): 0.25



#Q
The following is a quantum chemistry calculation of a 3-piece molecular cluster, C2H10N2O2 overall, from OMol25.

Output
- molar mass (g/mol) = 94.11
- orbital gap (spin up / spin down) (eV) = 10.3 / 6.0
- HOMO level (spin up / spin down) (Ha) = -0.5466 / -0.5443

```
! wB97M-V def2-TZVPD RIJCOSX def2/J DEFGRID3
* xyz 1 2
C 1.761 -0.181 2.419
N 1.012 -0.092 1.183
C 1.099 0.957 0.378
N 0.554 0.958 -0.812
H 1.143 0.013 3.286
H 2.254 -1.131 2.555
H 2.517 0.547 2.436
H 0.883 -0.941 0.612
H 1.600 1.851 0.755
H 0.937 1.739 -1.357
H -1.302 0.519 -1.982
H -2.010 -0.338 -3.043
O -2.158 0.351 -2.385
H -1.785 -0.877 -1.061
H -1.859 -1.123 0.443
O -1.524 -1.509 -0.375
*
```

Atomic partial charges in e from the Löwdin method, atoms 1 to 2: atom 1 (C): 0.01, atom 2 (N): 0.11



#Q takes first place; second place is 125.4 kJ/mol up.



#P
The following is a quantum chemistry calculation of a 4-piece molecular cluster, C2H12O3S overall, from OMol25.

Output
- molar mass (g/mol) = 116.18
- orbital gap (eV) = 8.8
- HOMO level (Ha) = -0.3118
- SMILES = CSC.O.O.O

```
! wB97M-V def2-TZVPD RIJCOSX def2/J DEFGRID3
* xyz 0 1
C -0.428 1.210 0.776
S -0.236 2.722 -0.172
C -0.748 2.141 -1.793
H 0.124 0.415 0.284
H -1.470 0.918 0.867
H -0.051 1.298 1.792
H -0.986 3.025 -2.375
H 0.032 1.606 -2.336
H -1.651 1.541 -1.718
H 0.628 -1.830 -0.892
H -0.462 -1.492 -1.990
O -0.152 -2.161 -1.375
H 0.148 -1.683 3.172
H -0.706 -1.979 1.970
O 0.068 -1.459 2.228
H 1.616 -2.037 0.860
H 2.189 -0.679 0.542
O 2.085 -1.558 0.160
*
```

Atomic partial charges in e from the Löwdin method, atoms 1 to 2: atom 1 (C): -0.46, atom 2 (S): 0.74



#Q
The following is a quantum chemistry calculation of a 5-piece molecular cluster, C2H12O3S overall, from OMol25.

Output
- molar mass (g/mol) = 116.18
- orbital gap (eV) = 6.7
- HOMO level (Ha) = -0.3772

```
! wB97M-V def2-TZVPD RIJCOSX def2/J DEFGRID3
* xyz 0 1
C 2.211 -0.941 -0.027
C 0.957 -1.772 -0.157
S -0.229 -1.036 -1.359
H 1.947 -0.114 0.650
H 2.506 -0.471 -0.963
H 3.060 -1.469 0.413
H 1.222 -2.719 -0.644
H 0.479 -2.004 0.790
H -0.138 0.370 0.687
H -1.163 2.438 0.853
H -2.386 1.545 0.852
O -2.125 2.482 0.818
H 0.020 2.307 -1.570
H 0.260 1.106 -0.628
O 0.512 2.035 -0.788
H -2.863 -1.120 0.077
H -1.657 -0.286 0.391
O -2.613 -0.351 0.606
*
```

Atomic partial charges in e from the Löwdin method, atoms 1 to 2: atom 1 (C): -0.19, atom 2 (C): -0.67



#P takes first place; second place is 443.6 kJ/mol up.



#P
The following is a quantum chemistry calculation of one molecule with the formula CH4NOP, from OMol25.

Output
- molar mass (g/mol) = 77.02
- orbital gap (eV) = 10.2
- HOMO level (Ha) = -0.3437
- SMILES = NP1CO1

```
! wB97M-V def2-TZVPD RIJCOSX def2/J DEFGRID3
* xyz 0 1
C 1.172 -0.069 0.749
N -0.903 -0.211 -1.322
O -0.164 -0.223 1.358
P -0.267 0.985 0.288
H 1.945 0.449 1.304
H 1.287 -0.815 -0.009
H -1.620 -0.688 -0.621
H -1.450 0.573 -1.748
*
```

Atomic partial charges in e from the Löwdin method, atoms 1 to 2: atom 1 (C): -0.31, atom 2 (N): -0.21



#Q
The following is a quantum chemistry calculation of a 2-piece molecular cluster, CH4NOP overall, from OMol25.

Output
- molar mass (g/mol) = 77.02
- orbital gap (eV) = 10.5
- HOMO level (Ha) = -0.3983
- SMILES = N#P.CO

```
! wB97M-V def2-TZVPD RIJCOSX def2/J DEFGRID3
* xyz 0 1
C 0.027 -0.815 0.836
N -1.568 2.309 -1.496
O 0.569 -1.305 -0.398
P -0.177 2.213 -1.937
H 0.187 -1.384 1.712
H -1.002 -0.452 0.830
H 0.686 0.163 1.010
H 1.277 -0.729 -0.556
*
```

Atomic partial charges in e from the Löwdin method, atoms 1 to 2: atom 1 (C): -0.16, atom 2 (N): -0.55



#P takes first place; second place is 23.8 kJ/mol up.



#P
The following is a quantum chemistry calculation of one molecule with the formula CH4NOP, from OMol25.

Output
- molar mass (g/mol) = 77.02
- orbital gap (eV) = 10.2
- HOMO level (Ha) = -0.3309
- SMILES = NP1CO1

```
! wB97M-V def2-TZVPD RIJCOSX def2/J DEFGRID3
* xyz 0 1
C 0.750 -0.490 -0.883
N -0.431 0.757 1.129
O -0.663 -0.667 -1.136
P -0.333 -0.864 0.450
H 1.310 -1.270 -1.253
H 1.194 0.562 -1.161
H -0.588 0.617 2.153
H -1.239 1.354 0.701
*
```

Atomic partial charges in e from the Löwdin method, atoms 1 to 2: atom 1 (C): -0.39, atom 2 (N): -0.26



#Q
The following is a quantum chemistry calculation of a 2-piece molecular cluster, CH4NOP overall, from OMol25.

Output
- molar mass (g/mol) = 77.02
- orbital gap (eV) = 9.4
- HOMO level (Ha) = -0.3260

```
! wB97M-V def2-TZVPD RIJCOSX def2/J DEFGRID3
* xyz 0 1
C -0.734 0.328 -0.172
N -1.771 0.966 0.004
O 1.572 -0.909 -0.121
P 1.052 0.589 0.161
H -0.977 -1.195 -0.793
H -2.615 0.607 -0.297
H 2.509 -0.867 -0.268
H 0.963 0.481 1.486
*
```

Atomic partial charges in e from the Löwdin method, atoms 1 to 2: atom 1 (C): -0.49, atom 2 (N): 0.01



#P takes first place; second place is 185.9 kJ/mol up.



#P
The following is a quantum chemistry calculation of one molecule with the formula C4H12NOP, from OMol25.

Output
- molar mass (g/mol) = 121.12
- orbital gap (eV) = 9.0
- HOMO level (Ha) = -0.2934
- SMILES = COCCCPN

```
! wB97M-V def2-TZVPD RIJCOSX def2/J DEFGRID3
* xyz 0 1
C 2.459 0.727 0.652
O 2.503 -0.749 0.472
C 1.488 -1.170 -0.548
C -0.045 -0.778 -0.124
C -0.733 0.395 -1.073
P -2.610 0.417 -0.555
N -2.715 0.764 1.191
H 1.818 1.054 1.603
H 2.126 1.313 -0.305
H 3.584 1.042 0.896
H 1.540 -2.363 -0.547
H 1.812 -0.836 -1.622
H -0.141 -0.406 0.981
H -0.758 -1.728 -0.243
H -0.614 0.152 -2.235
H -0.250 1.454 -0.880
H -3.030 -0.952 -0.709
H -3.259 -0.018 1.653
H -3.175 1.683 1.394
*
```

Atomic partial charges in e from the Löwdin method, atoms 1 to 2: atom 1 (C): -0.13, atom 2 (O): -0.27



#Q
The following is a quantum chemistry calculation of a 3-piece molecular cluster, C4H12NOP overall, from OMol25.

Output
- molar mass (g/mol) = 121.12
- orbital gap (eV) = 8.9
- HOMO level (Ha) = -0.3219
- SMILES = CCP=O.C=C.N

```
! wB97M-V def2-TZVPD RIJCOSX def2/J DEFGRID3
* xyz 0 1
C -0.902 0.294 1.752
C 2.004 1.804 -1.087
C 0.060 -0.475 2.258
C 1.184 0.598 -1.512
N -2.804 -1.754 -0.584
O 2.292 -1.150 0.354
P 1.156 -1.043 -0.556
H -1.022 1.273 1.272
H -2.975 -0.840 -0.505
H -1.782 -0.287 1.686
H 2.743 1.547 -0.349
H 2.557 2.235 -1.863
H 1.321 2.545 -0.667
H -0.439 -1.421 2.473
H 1.140 -0.332 2.502
H 1.643 0.166 -2.422
H 0.150 1.047 -1.854
H -3.426 -2.123 -1.300
H -2.901 -2.086 0.402
*
```

Atomic partial charges in e from the Löwdin method, atoms 1 to 2: atom 1 (C): -0.10, atom 2 (C): -0.18



#Q takes first place; second place is 69.7 kJ/mol up.



#P
The following is a quantum chemistry calculation of a 2-piece molecular cluster, C4H6ClNOS overall, from OMol25.

Output
- molar mass (g/mol) = 151.62
- orbital gap (spin up / spin down) (eV) = 7.1 / 7.1
- HOMO level (spin up / spin down) (Ha) = -0.3006 / -0.3005
- SMILES = C=N/C(Cl)=C\C=S.O

```
! wB97M-V def2-TZVPD RIJCOSX def2/J DEFGRID3
* xyz 0 1
C -0.021 1.586 0.734
C -1.371 1.685 0.669
C 0.730 0.993 -0.268
C 0.629 -0.029 -2.381
N 0.214 0.218 -1.215
O -0.525 -1.462 1.389
S -2.162 1.085 -0.699
Cl 2.421 0.901 -0.002
H 0.642 1.946 1.582
H -1.844 2.031 1.486
H 1.284 0.710 -2.768
H 0.416 -0.946 -2.859
H -0.361 -1.220 2.316
H -0.373 -0.796 0.809
*
```

Atomic partial charges in e from the Löwdin method, atoms 1 to 2: atom 1 (C): -0.27, atom 2 (C): -0.57



#Q
The following is a quantum chemistry calculation of one molecule with the formula C4H6ClNOS, from OMol25.

Output
- molar mass (g/mol) = 151.62
- orbital gap (eV) = 9.4
- HOMO level (Ha) = -0.3240

```
! wB97M-V def2-TZVPD RIJCOSX def2/J DEFGRID3
* xyz 0 1
C 0.319 0.698 -1.161
C -0.574 -0.032 -0.227
C -1.891 0.124 -0.444
C 0.026 -1.254 0.552
N 0.980 2.395 0.860
O -0.045 1.992 -1.569
S 1.296 2.058 -0.612
Cl -3.013 -0.813 0.338
H 0.845 0.077 -1.880
H -2.315 0.820 -1.019
H -0.120 -2.263 -0.039
H -0.398 -1.139 1.565
H 1.211 -1.099 0.578
H 1.777 2.933 1.226
*
```

Atomic partial charges in e from the Löwdin method, atoms 1 to 2: atom 1 (C): -0.50, atom 2 (C): -0.36



#P takes first place; second place is 73.3 kJ/mol up.